(1)
2 unconnected molecules or ions with the total composition C25H22F2N in a non-equilibrium geometry, computed with the ωB97M-V functional and the def2-TZVPD basis.

```
50
C25H22F2N the ωB97M-V functional and the def2-TZVPD basis
C 5.50938 1.54312 2.18279
C 4.14113 0.93949 2.16266
C 3.01604 1.73042 2.35986
F 3.22802 3.07183 2.58207
C 1.71919 1.24313 2.28875
C 1.49470 -0.06625 1.75901
C 0.26197 -0.60205 1.27556
C -1.03127 -0.05525 1.63964
C -1.29998 1.32771 1.62961
C -2.55613 1.80064 1.83084
F -2.80921 3.15481 1.71697
C -3.66208 0.96808 2.09297
C -5.02110 1.55863 2.23412
C -3.38326 -0.40315 2.19862
C -2.13042 -0.90137 2.03457
C 2.63999 -0.93407 1.81480
C 3.92047 -0.44128 1.96889
H 6.27228 0.75138 2.14424
H 5.66782 2.19670 1.30928
H 5.68401 2.15010 3.08466
H 0.91770 1.90114 2.60381
H 0.26863 -1.69356 1.24653
H -0.49097 2.04550 1.38936
H -5.76365 0.75395 2.30152
H -5.12123 2.18868 3.12879
H -5.26157 2.17798 1.36140
H -4.25577 -1.08160 2.38203
H -1.94536 -1.97926 2.18765
H 2.50002 -2.00945 1.68591
H 4.79596 -1.09931 1.88704
C 0.24034 0.42487 -5.11324
C 0.20250 0.05676 -3.65348
C 0.79829 0.86829 -2.69998
C 0.78197 0.56704 -1.31863
N 0.21010 -0.51619 -0.82502
C -0.41073 -1.34780 -1.70816
C -0.42814 -1.10682 -3.14397
C -1.08232 -2.02490 -3.98734
C -1.70646 -3.18162 -3.47601
C -1.68063 -3.40228 -2.09555
C -1.05672 -2.51667 -1.22821
H -0.26616 -0.29407 -5.75492
H -0.22976 1.39833 -5.31111
H 1.26588 0.51250 -5.49905
H 1.30164 1.78034 -3.00498
H 1.27596 1.25201 -0.63815
H -1.12518 -1.86415 -5.05997
H -2.19149 -3.87293 -4.14367
H -2.16310 -4.29338 -1.67506
H -1.04130 -2.67602 -0.14743
```

multiplicity = 1
HOMO-LUMO gap = 7.34 eV
LUMO energy = -4.48 eV
E = -1220.087310 hartree
HOMO energy = -11.82 eV
energy above the lowest of the compared OMol25 structures with the same formula, charge and spin = 14.1 kcal/mol
net charge = +1

---

(2)
A molecular structure, C25H22F2NO in a non-equilibrium geometry, computed with the ωB97M-V functional and the def2-TZVPD basis.

```
51
C25H22F2NO the ωB97M-V functional and the def2-TZVPD basis
C 0.33860 -3.66530 -4.48345
C 0.70520 -3.26865 -3.05604
N 0.79539 -1.87901 -2.87027
C 1.09477 -1.14697 -1.72821
C 2.00665 -0.04163 -2.00573
C 2.48387 0.79943 -0.96876
C 3.17212 1.98407 -1.24800
C 3.43624 2.37189 -2.56870
C 3.05530 1.51205 -3.60984
C 2.40557 0.30618 -3.33198
C 0.57943 -1.51167 -0.41525
O 0.91584 -4.08574 -2.17117
H -0.22460 -2.88493 -5.02026
H 1.24489 -3.91018 -5.06600
H -0.27812 -4.57417 -4.43927
H 0.75621 -1.38752 -3.75085
H 2.28518 0.51641 0.06427
H 3.49992 2.61631 -0.41888
H 3.93146 3.32293 -2.78129
H 3.27238 1.79336 -4.64454
H 2.20635 -0.34644 -4.18792
H 1.26243 -1.18984 0.37494
H 0.46411 -2.60895 -0.38695
F -1.87392 5.07406 3.85322
C -1.77426 4.63889 2.55032
C -1.82067 5.60149 1.53908
C -1.74299 5.14521 0.21216
C -1.59925 3.79318 -0.06670
C -1.51112 2.81575 0.96041
C -1.28443 1.45414 0.56672
C -1.24392 0.36821 1.43772
C -0.92114 -0.95446 1.17299
C -1.09432 -1.90501 2.24200
C -1.98635 -1.68525 3.35476
C -2.04257 -2.60736 4.39564
F -2.88848 -2.35576 5.45392
C -1.28685 -3.77698 4.43790
C -0.45245 -4.01652 3.33561
C -0.37349 -3.12754 2.26806
C -1.63410 3.27241 2.31197
H -1.92731 6.65951 1.78368
H -1.79347 5.86992 -0.59952
H -1.54243 3.45285 -1.10121
H -1.17721 1.26624 -0.51186
H -1.60512 0.55895 2.44168
H -0.67701 -1.28716 0.07717
H -2.64003 -0.81624 3.40126
H -1.35019 -4.44981 5.28828
H 0.15928 -4.92138 3.33398
H 0.28544 -3.35559 1.43402
H -1.61086 2.56661 3.14088
```

multiplicity = 1
HOMO-LUMO gap = 5.13 eV
LUMO energy = -5.67 eV
E = -1295.196437 hartree
HOMO energy = -10.79 eV
net charge = +1

---

(3)
A molecular structure, C25H22GeO2ReSbSe4, computed with the ωB97M-V functional and the def2-TZVPD basis.

```
56
C25H22GeO2ReSbSe4 the ωB97M-V functional and the def2-TZVPD basis
Re -1.57049 0.53262 0.73221
C -1.17614 -1.13591 4.57088
C -1.58661 -0.11439 3.57764
O -1.21983 -0.40807 2.34850
C -2.29244 1.06270 3.89157
C -2.83000 1.21003 5.20168
C -3.57635 2.30646 5.53898
C -3.79728 3.31072 4.59162
C -3.26300 3.23558 3.31273
C -2.51542 2.13132 2.96684
O -1.94850 2.06649 1.73981
H -0.55383 -1.88936 4.09791
H -2.06331 -1.62266 4.98601
H -0.64078 -0.67086 5.39945
H -2.67168 0.43094 5.93382
H -3.99788 2.39596 6.53003
H -4.39353 4.17378 4.86017
H -3.40815 4.03328 2.59759
C 0.70385 2.82463 -0.07206
Ge 0.77808 0.91419 -0.50226
C 2.14146 -0.10076 0.40838
C 1.94007 -1.15868 1.29006
C 3.02953 -1.79512 1.86725
C 4.31923 -1.37459 1.57109
C 4.52597 -0.32231 0.68956
C 3.44077 0.31369 0.10498
C 0.65900 0.64836 -2.43422
C 0.65145 1.81240 -3.19547
C 0.69284 1.78082 -4.58838
C 0.75278 0.56675 -5.23594
C 0.75349 -0.61895 -4.49685
C 0.92934 -1.89095 -5.18594
C 0.99992 -3.13725 -4.44209
C 0.84469 -3.05669 -2.99523
C 0.74383 -1.86643 -2.37994
C 0.69298 -0.59965 -3.09268
H 1.62064 3.25252 -0.48828
H 0.72281 2.97466 1.00558
H -0.14521 3.35174 -0.50617
H 0.94082 -1.50888 1.52278
H 2.87515 -2.62215 2.54738
H 5.16616 -1.87196 2.02403
H 5.53024 0.00501 0.45716
H 3.62635 1.12945 -0.58713
H 0.63321 2.78231 -2.71448
H 0.69435 2.70336 -5.15213
H 0.80650 0.52656 -6.31696
H 1.40967 -1.85544 -6.15863
H 1.58637 -3.95836 -4.83563
H 0.91256 -3.97289 -2.42639
H 0.75916 -1.85028 -1.29564
Se -2.42684 -4.62367 -2.25752
Sb -2.69943 -3.01245 -3.88378
Se -2.25719 -0.90736 -0.78512
Se -0.69975 -3.10860 -5.64900
Se -4.14965 -1.42170 -4.68776
```

multiplicity = 2
HOMO-LUMO gap (alpha / beta) = 4.82 / 5.20 eV
LUMO energy (alpha / beta) = -11.60 / -11.24 eV
E = -13116.440623 hartree
HOMO energy (alpha / beta) = -16.42 / -16.44 eV
net charge = +3